No. 1
{
  "formula": "C20H41BBrClFN2O23P2S4",
  "method": "the ωB97M-V functional and the def2-TZVPD basis",
  "total_charge": -1,
  "orbital_gap_ev": 5.430,
  "multiplicity": 1,
  "homo_energy_ha": -0.147,
  "symbols": ["C", "C", "Br", "C", "C", "P", "N", "O", "O", "O", "B", "C", "C", "O", "C", "O", "P", "O", "Cl", "O", "C", "C", "C", "N", "C", "C", "F", "H", "H", "H", "H", "H", "H", "H", "H", "H", "H", "H", "H", "H", "H", "H", "H", "H", "H", "H", "H", "H", "H", "H", "H", "H", "C", "C", "O", "S", "O", "O", "O", "H", "H", "H", "H", "C", "C", "O", "S", "O", "O", "O", "H", "H", "H", "H", "C", "C", "O", "S", "O", "O", "O", "H", "H", "H", "H", "C", "C", "O", "S", "O", "O", "O", "H", "H", "H", "H"],
  "positions_angstrom": [[1.75, -3.25, 1.95], [0.29, -2.56, 1.98], [0.27, -1.43, 3.67], [0.01, -1.58, 0.76], [-1.17, -2.02, -0.20], [-0.42, -1.91, -1.97], [0.59, -3.14, -2.19], [0.54, -0.49, -2.16], [-1.62, -1.84, -3.18], [-1.46, -3.44, -0.15], [-2.88, -3.82, -0.50], [-3.31, -4.90, 0.68], [-4.73, -5.60, 0.46], [-4.67, -6.97, -0.03], [-4.15, -7.85, 0.92], [-4.42, -7.88, 2.12], [-3.16, -4.89, -2.11], [-3.75, -3.87, -3.40], [-1.29, -5.73, -2.76], [-3.53, -2.50, -0.52], [-2.67, -1.47, 0.04], [-2.90, -1.57, 1.62], [-4.41, -1.43, 2.09], [-5.23, -2.67, 1.93], [-3.08, 0.00, -0.39], [-1.88, 0.94, -0.83], [-2.31, 2.31, -0.69], [2.14, -3.41, 0.91], [2.48, -2.67, 2.61], [1.60, -4.27, 2.46], [-0.50, -3.35, 2.16], [0.99, -1.52, 0.17], [-0.17, -0.54, 1.20], [1.54, -2.76, -2.34], [1.24, -0.67, -2.81], [-2.41, -1.43, -2.76], [-2.49, -5.72, 0.65], [-3.32, -4.45, 1.72], [-5.27, -5.61, 1.47], [-5.37, -4.96, -0.22], [-3.40, -8.62, 0.53], [-3.01, -3.78, -4.04], [-2.31, -0.69, 2.09], [-2.48, -2.51, 2.10], [-4.37, -1.23, 3.22], [-4.97, -0.55, 1.64], [-5.60, -2.61, 0.96], [-6.07, -2.51, 2.51], [-3.66, 0.57, 0.41], [-3.82, -0.08, -1.27], [-1.72, 0.77, -1.96], [-0.89, 0.73, -0.35], [6.46, -1.58, 1.68], [6.29, -0.07, 1.63], [5.03, 0.14, 0.99], [4.04, -1.09, 1.37], [3.20, -0.68, 2.45], [3.52, -1.64, 0.15], [5.16, -2.10, 1.96], [6.79, -1.97, 0.72], [7.17, -1.88, 2.46], [7.09, 0.43, 1.08], [6.23, 0.36, 2.64], [-1.86, 5.34, -1.12], [-1.95, 5.97, -2.50], [-3.12, 6.78, -2.46], [-3.31, 7.35, -0.95], [-2.77, 8.68, -0.90], [-4.64, 7.04, -0.52], [-2.28, 6.36, -0.21], [-2.54, 4.49, -1.03], [-0.85, 5.01, -0.89], [-2.02, 5.23, -3.29], [-1.09, 6.62, -2.69], [-0.48, 3.74, -6.63], [0.67, 2.89, -6.12], [1.48, 3.79, -5.35], [0.53, 4.90, -4.67], [0.26, 4.50, -3.32], [1.04, 6.20, -5.00], [-0.80, 4.63, -5.55], [-0.18, 4.34, -7.49], [-1.35, 3.14, -6.89], [1.25, 2.44, -6.92], [0.32, 2.10, -5.45], [5.84, 3.71, 5.66], [6.99, 4.66, 5.37], [8.02, 3.84, 4.81], [7.33, 2.63, 3.98], [7.31, 2.99, 2.60], [7.87, 1.39, 4.45], [5.83, 2.79, 4.57], [6.01, 3.15, 6.58], [4.88, 4.23, 5.72], [7.35, 5.17, 6.26], [6.71, 5.40, 4.62]],
  "mulliken_charge": [-1.19, 0.27, -0.21, -1.92, 1.19, 0.67, -0.78, -0.47, -0.69, -0.33, 1.07, -0.27, -0.70, -0.33, 0.13, -0.52, -0.25, -0.52, -0.33, -0.68, 1.47, -0.44, -1.01, -0.47, -1.53, 0.04, -0.28, 0.31, 0.23, 0.37, 0.45, 0.37, 0.69, 0.19, 0.28, 0.44, 0.25, 0.20, 0.31, 0.24, 0.37, 0.31, 0.35, 0.04, 0.37, 0.28, 0.18, 0.29, 0.21, 0.34, 0.06, 0.04, -0.39, -0.06, -0.35, 1.13, -0.54, -0.60, -0.33, 0.30, 0.32, 0.42, -0.08, -0.16, -0.14, -0.38, 1.10, -0.56, -0.54, -0.36, 0.27, 0.28, 0.23, 0.29, -0.34, -0.27, -0.32, 1.08, -0.43, -0.56, -0.32, 0.28, 0.32, 0.32, 0.22, -0.34, -0.37, -0.31, 1.16, -0.51, -0.53, -0.22, 0.28, 0.30, 0.31, 0.29]
}

No. 2
{
  "formula": "C20H20N2O5",
  "method": "the ωB97M-V functional and the def2-TZVPD basis",
  "total_charge": 0,
  "orbital_gap_ev": 7.695,
  "multiplicity": 1,
  "homo_energy_ha": -0.319,
  "relative_energy_kcal_mol": 379.66,
  "symbols": ["C", "O", "C", "C", "H", "H", "C", "N", "C", "O", "C", "C", "C", "C", "C", "C", "C", "O", "H", "H", "C", "O", "N", "C", "C", "C", "C", "C", "C", "H", "H", "H", "O", "C", "H", "H", "H", "H", "H", "H", "H", "H", "H", "H", "H", "H", "H"],
  "positions_angstrom": [[-5.84, -1.74, 1.82], [-5.85, -1.55, 0.35], [-5.42, -0.18, -0.12], [-4.00, -0.11, -0.10], [-3.57, -1.08, -0.78], [-3.74, -0.20, 1.00], [-3.75, 1.13, -0.54], [-2.25, 1.45, -0.81], [-1.57, 1.83, 0.34], [-1.97, 2.00, 1.50], [-0.15, 2.01, 0.04], [0.95, 2.20, 0.63], [2.30, 1.78, -0.04], [2.35, 1.69, -1.23], [1.16, 1.32, -2.12], [-0.10, 1.40, -1.20], [-1.38, 1.02, -1.74], [-1.85, 0.78, -2.79], [1.31, 1.17, -3.09], [3.26, 1.57, -1.64], [3.49, 2.25, 0.73], [3.61, 3.42, 1.53], [4.49, 1.40, 0.87], [4.35, 0.02, 0.52], [3.23, -0.59, 0.21], [3.24, -2.03, -0.06], [4.30, -2.81, -0.63], [5.51, -1.76, -0.72], [5.46, -0.65, -0.10], [6.50, -0.10, -0.21], [6.36, -2.26, -1.18], [4.19, -3.66, -1.13], [2.08, -2.79, 0.00], [0.83, -2.41, 0.46], [0.90, -2.10, 1.55], [0.60, -1.18, -0.04], [0.12, -3.04, 0.18], [2.38, -0.30, 1.22], [5.37, 1.62, 1.21], [0.90, 2.54, 1.86], [-3.91, 1.22, -1.59], [-4.25, 2.15, 0.10], [-6.15, 0.48, 0.54], [-6.00, -0.33, -1.09], [-6.49, -2.63, 1.88], [-6.23, -1.00, 2.29], [-4.76, -1.92, 2.11]],
  "mulliken_charge": [-0.75, -0.40, -0.58, 0.38, 0.14, 0.17, -1.02, 0.16, 0.01, -0.65, 0.56, -0.43, 0.40, -0.01, -1.10, -0.28, 0.80, -0.63, 0.69, 0.67, -0.02, -0.69, 0.03, 0.22, 0.69, 0.09, -0.87, -0.58, -0.51, 0.11, 0.36, 0.58, -0.47, -0.57, 0.29, 0.08, 0.39, 0.21, 0.26, 0.19, 0.45, 0.23, 0.33, 0.19, 0.24, 0.42, 0.24]
}

No. 3
{
  "formula": "C5H10O2",
  "method": "the ωB97M-V functional and the def2-TZVPD basis",
  "total_charge": 0,
  "orbital_gap_ev": [8.672, 7.036],
  "multiplicity": 1,
  "homo_energy_ha": [-0.312, -0.291],
  "relative_energy_kcal_mol": 203.14,
  "symbols": ["C", "C", "C", "C", "C", "H", "H", "H", "H", "H", "H", "H", "H", "O", "O", "H", "H"],
  "positions_angstrom": [[-0.33, -0.72, 1.29], [-0.31, -0.45, -0.19], [-0.31, 1.20, -0.64], [-1.00, -1.25, -1.04], [-0.37, 2.16, 0.37], [-0.99, 1.36, -1.48], [-0.38, -1.79, 1.49], [-1.19, -0.23, 1.76], [0.57, -0.33, 1.77], [-0.97, -1.10, -2.11], [-1.66, -2.02, -0.66], [-0.94, 3.07, 0.26], [0.25, 2.08, 1.25], [1.49, -0.41, -0.62], [2.44, -1.47, -0.61], [2.95, -1.24, 0.18], [0.77, 1.12, -1.03]],
  "mulliken_charge": [-1.64, 1.45, -0.42, -1.06, -0.94, 0.34, 0.45, 0.36, 0.35, 0.34, 0.29, 0.32, 0.31, -0.36, -0.41, 0.31, 0.32]
}